[1]
{"formula": "C32H42N6O4S2Ti", "method": "the ωB97M-V functional and the def2-TZVPD basis", "energy_ha": -3520.00198, "spin_multiplicity": 2, "s2": 0.77, "homo_lumo_gap_ha": [0.195, 0.273], "de_lowest_ev": 0.933, "charge": -1, "elements": ["Ti", "C", "C", "C", "C", "C", "C", "C", "C", "C", "C", "C", "C", "C", "C", "C", "C", "C", "H", "H", "H", "H", "H", "H", "H", "H", "H", "H", "H", "H", "H", "H", "H", "H", "H", "H", "H", "H", "H", "H", "H", "H", "H", "H", "H", "H", "H", "N", "N", "C", "N", "N", "N", "O", "O", "H", "H", "H", "H", "H", "S", "C", "C", "C", "C", "C", "C", "S", "H", "H", "H", "H", "O", "C", "N", "C", "O", "C", "C", "C", "C", "C", "C", "H", "H", "H", "H"], "xyz": [[0.10771, 0.39941, 0.44648], [2.43482, -0.20188, 0.20286], [1.79970, -0.82518, -0.90836], [0.84743, -1.74238, -0.35680], [0.95521, -1.64047, 1.06777], [1.97983, -0.73599, 1.41850], [2.69443, -0.58594, 2.76302], [2.32946, 0.66528, 3.56374], [4.20367, -0.53124, 2.47579], [2.41493, -1.81877, 3.62299], [-0.02768, -2.86536, -0.93497], [-0.64603, -2.59116, -2.30681], [0.85405, -4.12616, -1.01040], [-1.18615, -3.19966, 0.02067], [2.30957, -0.54766, -2.33550], [2.81149, -1.85911, -2.96053], [3.53397, 0.37988, -2.27445], [1.31085, 0.13867, -3.27566], [3.20612, 0.54368, 0.12039], [0.38661, -2.22457, 1.77376], [2.98035, 0.72623, 4.44094], [1.29671, 0.62508, 3.90258], [2.47431, 1.57177, 2.97019], [4.48239, 0.39202, 1.96394], [4.52005, -1.37395, 1.85717], [4.75564, -0.56831, 3.41838], [1.35736, -1.90627, 3.85986], [2.97732, -1.74493, 4.55795], [2.72199, -2.73442, 3.11114], [0.09371, -2.46877, -3.09188], [-1.27946, -1.70509, -2.29091], [-1.27314, -3.44336, -2.58085], [1.69458, -4.00514, -1.69105], [0.25327, -4.97314, -1.35410], [1.25058, -4.36998, -0.02256], [-1.78920, -2.32501, 0.25803], [-0.83764, -3.63158, 0.95950], [-1.83208, -3.93803, -0.45935], [3.50885, -2.36716, -2.28974], [3.33884, -1.63317, -3.89149], [2.00911, -2.55060, -3.19881], [4.35488, -0.06973, -1.70971], [3.28203, 1.34414, -1.83253], [3.88644, 0.55348, -3.29373], [0.36974, -0.39056, -3.36747], [1.76970, 0.21277, -4.26679], [1.08220, 1.14236, -2.91970], [-0.31661, 1.35576, 2.09731], [-1.37263, 1.26139, 2.99185], [-1.79025, 0.12923, 3.58342], [-2.94511, 0.24098, 4.28431], [-0.99475, -0.93080, 3.44106], [-1.41825, -2.13899, 3.89951], [-0.71657, -3.08219, 3.56308], [-2.36843, -2.28813, 4.67330], [0.33323, 2.05915, 2.42057], [-1.24813, 2.73013, 0.85150], [-2.04743, 2.01285, 2.94378], [-3.60893, 0.87326, 3.86244], [-3.32926, -0.66098, 4.53200], [-2.00854, 3.57356, 0.12467], [-0.69466, 4.36024, -0.75302], [-1.07583, 5.51682, -1.44110], [-0.17716, 6.25511, -2.18388], [1.14640, 5.83722, -2.24633], [1.52773, 4.69081, -1.57764], [0.63390, 3.91747, -0.81895], [1.42011, 2.50260, -0.07909], [-2.10953, 5.83732, -1.37619], [-0.50530, 7.14625, -2.70394], [1.87733, 6.39475, -2.81881], [2.55507, 4.35286, -1.63555], [-0.71709, 0.59893, -1.29858], [-1.94713, 0.34356, -0.89465], [-2.01424, 0.07447, 0.43746], [-3.33591, -0.20480, 0.76958], [-3.76257, -0.47102, 1.89658], [-4.09819, -0.08697, -0.48553], [-5.44904, -0.27213, -0.74797], [-5.90043, -0.11156, -2.04542], [-5.00362, 0.23634, -3.08401], [-3.66298, 0.42450, -2.84730], [-3.19693, 0.25870, -1.52933], [-6.12444, -0.54212, 0.05527], [-6.94929, -0.25107, -2.27589], [-5.38853, 0.35936, -4.08968], [-2.98455, 0.69709, -3.64634]], "forces_ev_per_angstrom": [[0.5, 0.7, -0.4], [0.0, -0.1, 0.0], [-0.1, 0.0, 0.0], [0.0, -0.1, 0.1], [0.1, -0.2, 0.1], [-0.1, 0.0, 0.1], [0.0, 0.0, -0.1], [0.0, 0.0, 0.0], [0.0, 0.0, 0.0], [0.0, 0.0, 0.0], [0.0, 0.0, 0.0], [0.0, 0.0, 0.0], [0.0, 0.0, 0.0], [0.0, 0.0, 0.0], [0.0, 0.0, 0.1], [0.0, 0.0, 0.0], [0.0, 0.0, 0.0], [0.0, 0.0, 0.0], [0.0, 0.0, 0.0], [0.0, 0.1, 0.0], [0.0, 0.0, 0.0], [0.0, 0.0, 0.0], [0.0, 0.0, 0.0], [0.0, 0.0, 0.0], [0.0, 0.0, 0.0], [0.0, 0.0, 0.0], [0.0, 0.0, 0.0], [0.0, 0.0, 0.0], [0.0, 0.0, 0.0], [0.0, 0.0, 0.0], [0.0, 0.0, 0.0], [0.0, 0.0, 0.0], [0.0, 0.0, 0.0], [0.0, 0.0, 0.0], [0.0, 0.0, 0.0], [0.0, 0.0, 0.0], [0.0, 0.0, 0.0], [0.0, 0.0, 0.0], [0.0, 0.0, 0.0], [0.0, 0.0, 0.0], [0.0, 0.0, 0.0], [0.0, 0.0, 0.0], [0.0, 0.0, 0.0], [0.0, 0.0, 0.0], [0.0, -0.1, 0.0], [0.0, 0.0, 0.0], [0.0, 0.0, 0.0], [-0.2, 0.2, 0.1], [0.1, 0.1, 0.1], [-0.2, -0.1, -0.1], [0.3, 0.0, 0.4], [-0.2, -0.1, 0.0], [0.3, 0.2, 0.5], [-0.1, -0.1, -0.2], [-0.1, 0.2, -0.2], [0.0, -0.1, 0.1], [0.1, -0.1, 0.0], [0.0, 0.0, 0.0], [0.0, -0.1, 0.0], [0.0, 0.0, 0.0], [0.0, 0.0, 0.1], [0.0, 0.0, 0.0], [0.0, 0.0, 0.0], [0.0, 0.0, 0.0], [0.0, 0.0, 0.0], [0.0, 0.0, 0.0], [0.1, -0.1, -0.1], [-0.1, -0.1, 0.3], [0.0, 0.0, 0.0], [0.0, 0.0, 0.0], [0.0, 0.0, 0.0], [0.0, 0.0, 0.0], [-0.5, 0.1, -0.3], [0.2, 0.0, 0.1], [0.1, -0.3, -0.1], [0.0, 0.2, -0.3], [-0.1, -0.1, -0.3], [0.0, -0.1, 0.0], [0.0, 0.0, 0.0], [0.0, 0.0, 0.0], [-0.1, 0.0, 0.0], [0.0, 0.0, 0.1], [-0.1, 0.0, 0.0], [0.0, 0.0, 0.0], [0.0, 0.0, 0.0], [0.0, 0.0, 0.0], [0.0, 0.0, 0.0]]}

***

[2]
{"formula": "C32H43BrGeN4O2S2Si3W", "method": "the ωB97M-V functional and the def2-TZVPD basis", "energy_ha": -7997.64589, "spin_multiplicity": 2, "s2": 0.80, "homo_lumo_gap_ha": [0.158, 0.160], "de_lowest_ev": 0.552, "charge": -1, "elements": ["W", "Br", "C", "C", "C", "C", "O", "C", "C", "N", "C", "C", "C", "C", "C", "C", "C", "C", "N", "C", "C", "H", "H", "H", "H", "H", "H", "H", "H", "H", "H", "S", "C", "S", "C", "C", "N", "C", "N", "C", "O", "C", "C", "H", "H", "H", "H", "H", "H", "C", "Si", "C", "C", "Ge", "Si", "C", "C", "C", "Si", "C", "C", "C", "H", "H", "H", "H", "H", "H", "H", "H", "H", "H", "H", "H", "H", "H", "H", "H", "H", "H", "H", "H", "H", "H", "H", "H", "H", "H", "H"], "xyz": [[-0.10806, -0.76969, -0.64016], [-1.34786, 4.25780, -6.35564], [-1.20388, 3.17979, -4.77920], [-1.48885, 3.75098, -3.54707], [-1.42757, 2.95008, -2.41052], [-1.07221, 1.61216, -2.49470], [-1.07704, 0.80935, -1.42864], [-0.72369, 1.05930, -3.75923], [-0.30651, -0.26840, -3.85726], [0.02177, -1.08120, -2.82726], [0.46481, -2.35094, -3.20655], [0.88750, -2.72949, -4.48328], [1.32931, -4.01697, -4.74105], [1.36294, -4.95472, -3.73190], [0.98275, -4.60516, -2.43850], [1.04558, -5.53339, -1.34625], [0.88942, -5.07585, -0.10172], [0.66532, -3.63241, 0.14933], [0.12322, -2.87349, -0.92320], [0.52888, -3.29775, -2.16000], [-0.83035, 1.86793, -4.91306], [-1.77085, 4.79136, -3.47850], [-1.66854, 3.36461, -1.44498], [-0.26466, -0.66509, -4.86343], [0.91919, -2.01342, -5.28937], [1.66114, -4.27150, -5.73721], [1.71227, -5.96013, -3.91597], [1.22804, -6.57580, -1.56084], [0.96188, -5.70783, 0.77020], [-1.16413, -3.91038, 1.21247], [-0.59933, 1.43807, -5.87747], [-0.47637, -1.60357, 1.56286], [-0.17261, -3.47663, 1.40845], [2.42966, -2.82035, 0.41949], [0.35250, -3.97069, 2.67934], [-0.46583, -4.76267, 3.46523], [-1.15748, -5.45405, 4.08364], [1.52372, -3.50483, 3.25547], [2.44808, -3.10863, 3.82559], [3.41573, -0.25088, 1.56517], [2.22084, -0.16465, 0.79323], [2.03997, -1.13765, -0.25334], [3.01906, -0.88332, -1.41128], [4.29919, -0.03339, 0.95657], [3.51916, -1.24781, 2.00104], [3.31634, 0.47839, 2.36325], [4.05734, -0.94772, -1.07638], [2.86112, 0.10910, -1.84419], [2.87898, -1.63861, -2.18611], [-1.85781, 0.04565, 4.34285], [-0.44676, 1.10986, 3.59559], [-0.68133, 2.87705, 4.32109], [1.18492, 0.46137, 4.34550], [-0.43213, 1.04800, 1.13749], [0.98496, 2.92541, 0.44672], [1.60317, 2.76665, -1.36697], [2.58913, 3.10679, 1.48939], [0.07360, 4.59703, 0.73775], [-2.85973, 1.20487, 0.57509], [-3.41327, -0.62905, 0.77696], [-3.88486, 1.55674, -1.02792], [-3.71819, 2.37258, 1.83654], [-1.86086, 0.08948, 5.42766], [-1.72056, -0.99259, 4.06027], [-2.83859, 0.35485, 3.99565], [-0.63823, 2.84555, 5.40449], [-1.63443, 3.30789, 4.03860], [0.10212, 3.54374, 3.97890], [1.06024, 0.22139, 5.39703], [1.98187, 1.19449, 4.26582], [1.50857, -0.44740, 3.84863], [1.32939, 1.78349, -1.76594], [2.68483, 2.86074, -1.43141], [1.16578, 3.51501, -2.02064], [3.38689, 2.48408, 1.10058], [2.41493, 2.82242, 2.52169], [2.93747, 4.13510, 1.48301], [-0.90967, 4.62782, 0.28228], [0.64512, 5.43917, 0.35962], [-0.06465, 4.74156, 1.80436], [-2.91585, -1.23508, -0.00396], [-4.48705, -0.75059, 0.65975], [-3.13887, -1.04449, 1.74210], [-3.59074, 0.89159, -1.83563], [-3.80463, 2.57181, -1.39543], [-4.93573, 1.37086, -0.81679], [-3.45001, 2.12499, 2.85524], [-4.79779, 2.33328, 1.74669], [-3.41114, 3.39804, 1.66023]], "forces_ev_per_angstrom": [[0.7, -2.4, 0.9], [0.0, -0.1, 0.2], [0.0, 0.2, -0.8], [0.0, -0.6, 0.6], [-0.3, 0.7, -0.3], [0.3, -1.5, -0.3], [0.2, 0.9, -0.8], [-0.6, 1.6, 0.7], [0.6, -2.0, 1.8], [-0.6, 1.8, -2.3], [0.4, -1.5, 0.0], [0.0, 0.1, 0.0], [-0.1, 0.4, -0.4], [-0.2, 0.1, 0.7], [0.1, 0.1, -0.6], [-0.2, -0.1, 0.8], [0.1, -0.4, -0.6], [0.8, 0.4, 1.0], [-0.3, 0.0, -0.2], [-0.2, 0.8, -0.4], [0.1, -0.3, 0.5], [0.0, 0.0, 0.0], [0.0, 0.0, 0.1], [0.1, -0.1, 0.1], [0.1, 0.0, -0.1], [0.0, 0.0, -0.1], [0.0, -0.1, 0.0], [0.0, -0.1, 0.0], [0.0, -0.1, 0.1], [0.3, 0.0, 0.0], [0.0, 0.1, -0.1], [0.1, -0.6, -1.6], [-0.4, 1.0, -0.4], [-0.9, -0.4, -0.6], [-0.1, -0.2, -0.5], [-0.3, -0.4, 0.2], [-0.4, -0.3, 0.3], [0.2, 0.3, 0.5], [0.6, 0.1, 0.2], [0.0, -0.2, -0.2], [0.5, 0.2, -0.2], [0.3, 0.3, 0.4], [-0.4, 0.1, 0.0], [0.0, 0.1, 0.0], [0.0, 0.1, 0.1], [0.1, 0.0, 0.0], [0.0, 0.0, 0.1], [0.0, 0.0, 0.0], [0.0, 0.0, 0.0], [0.4, 0.3, -0.5], [0.1, -0.4, 0.8], [0.1, -0.6, -0.6], [-0.5, 0.2, -0.5], [-0.6, 1.9, 0.6], [0.3, 0.3, 0.2], [-0.3, -0.2, 0.3], [-0.6, -0.2, -0.2], [0.3, -0.6, -0.2], [-0.9, -0.1, 0.5], [0.2, 0.4, -0.1], [0.7, 0.2, 0.2], [0.2, -0.5, -0.3], [0.1, 0.1, 0.2], [0.0, -0.2, 0.0], [-0.2, 0.1, -0.1], [0.0, -0.2, 0.3], [-0.3, 0.1, -0.1], [0.2, 0.2, -0.1], [-0.1, 0.0, 0.2], [0.2, 0.2, -0.1], [0.1, -0.2, -0.1], [0.2, 0.1, 0.0], [0.1, 0.0, 0.1], [-0.1, 0.1, -0.1], [0.1, -0.2, -0.1], [0.0, 0.0, 0.3], [0.0, 0.3, -0.1], [-0.3, 0.0, -0.1], [0.2, 0.2, -0.1], [0.0, 0.0, 0.3], [-0.3, 0.1, 0.3], [-0.2, 0.2, -0.1], [0.1, -0.1, 0.0], [0.0, -0.1, -0.1], [-0.1, 0.3, -0.1], [-0.1, -0.1, 0.3], [0.1, 0.0, 0.3], [-0.3, -0.1, 0.0], [0.1, 0.3, -0.1]]}